Arrangement i

The following is a DFT calculation (ωB97M-V with the def2-TZVPD basis set) of a cluster of 2 separate species, H7N3OP2 in total.

## Properties
Total charge: 0
LUMO energy: 0.916 eV
Orbital gap: 0.334 Eh
SMILES: NP1#P(N)O1.N

Atoms and positions in Å:
P: 1.83400 0.02974 0.75841
P: 0.30926 1.43421 0.19481
O: 1.02721 0.17245 -0.69366
N: 0.90952 -1.19538 1.48314
N: 1.30672 2.72211 -0.34130
N: -2.48564 -1.42534 -0.68719
H: 0.23003 -1.64846 0.88475
H: 1.50357 3.39919 0.38586
H: -2.23921 -2.36175 -0.38662
H: -3.10838 -1.51171 -1.47693
H: -1.64302 -0.95907 -1.00271
H: 1.43688 -1.86396 2.02585
H: 0.91907 3.20797 -1.14442

Atom charges from the Löwdin analysis, given in e for atoms 1 to 5: 0.621, 0.612, -0.728, -0.262, -0.284

---

Arrangement ii

The following is a DFT calculation (ωB97M-V with the def2-TZVPD basis set) of the molecule H7N3OP2.

## Properties
Total charge: 0
LUMO energy: 0.431 eV
Orbital gap: 0.316 Eh
SMILES: NP(N)#P(N)O

Atoms and positions in Å:
P: -1.24305 -1.34190 0.06447
P: 0.73932 -0.83046 -0.99704
O: -2.31287 0.14437 -1.04328
N: 0.81328 0.84651 -1.18062
N: 1.58086 -0.78256 0.51218
N: -0.96010 -0.34527 1.32622
H: -1.36377 -0.38547 2.27847
H: 0.23210 1.02509 -2.05618
H: -3.01990 -0.38502 -1.36822
H: 1.88485 -1.64511 0.98577
H: 2.31706 -0.04342 0.47162
H: 0.31248 1.27621 -0.38723
H: -0.30472 0.38849 1.27674

Atom charges from the Löwdin analysis, given in e for atoms 1 to 5: 0.713, 0.540, -0.445, -0.271, -0.309

---

Ordering by calculated energy gives the sequence arrangement i, arrangement ii, with the first entry being the most stable.